No. 1
{
  "formula": "C30H35BN5O2RhS3",
  "method": "the ωB97M-V functional and the def2-TZVPD basis",
  "elements": ["Rh", "N", "C", "N", "C", "N", "N", "C", "C", "C", "C", "C", "C", "N", "C", "C", "C", "C", "C", "C", "H", "H", "H", "H", "H", "H", "H", "H", "H", "H", "H", "C", "C", "S", "C", "C", "S", "C", "C", "S", "H", "H", "H", "H", "H", "H", "H", "H", "H", "H", "H", "H", "C", "C", "C", "C", "C", "C", "C", "C", "O", "B", "O", "C", "C", "H", "H", "H", "H", "H", "H", "H", "H", "H", "H", "H", "H"],
  "xyz": [[0.3742, 1.6097, 0.0245], [3.5245, -0.8653, 1.7233], [2.7502, -0.2445, 0.8514], [1.8696, 0.6727, 1.1660], [1.5961, 0.8795, 2.5346], [0.5288, 1.5040, 2.9246], [-0.2687, 1.8360, 1.8650], [-1.3999, 2.4079, 2.0337], [-2.1688, 2.6436, 0.8103], [-3.4632, 3.1249, 0.8145], [-4.1531, 3.2132, -0.3881], [-3.5280, 2.7996, -1.5514], [-2.2222, 2.3381, -1.4873], [-1.5439, 2.2833, -0.3420], [2.5217, 0.3460, 3.5158], [2.4413, 0.6653, 4.8756], [3.3246, 0.0936, 5.7633], [4.2911, -0.8118, 5.3149], [4.3807, -1.1463, 3.9792], [3.4916, -0.5586, 3.0888], [4.1716, -1.5654, 1.3900], [2.8675, -0.5229, -0.1870], [-1.7669, 2.6520, 3.0237], [-3.9255, 3.4111, 1.7492], [-5.1682, 3.5852, -0.4092], [-4.0362, 2.8237, -2.5045], [-1.7082, 1.9858, -2.3721], [1.6825, 1.3592, 5.2078], [3.2697, 0.3413, 6.8139], [4.9772, -1.2581, 6.0216], [5.1262, -1.8496, 3.6301], [3.9506, 4.1057, -0.1338], [2.7003, 4.9499, 0.0368], [1.0755, 4.1297, -0.0418], [0.5083, 4.3843, -1.7396], [0.9722, 3.3846, -2.7883], [0.9848, 1.6191, -2.2784], [2.7217, 1.1726, -2.5621], [3.7666, 1.7081, -1.5935], [4.2461, 3.4507, -1.7964], [3.9749, 3.2821, 0.5802], [4.8089, 4.7394, 0.0957], [2.6644, 5.7515, -0.7008], [2.7179, 5.4216, 1.0207], [0.8030, 5.3886, -2.0469], [-0.5779, 4.3944, -1.6642], [1.9873, 3.6082, -3.1010], [0.3205, 3.4441, -3.6605], [2.9366, 1.4562, -3.5932], [2.7167, 0.0806, -2.5466], [4.6677, 1.1029, -1.7125], [3.4204, 1.6122, -0.5696], [-4.9373, -4.4365, -1.9010], [-3.5322, -5.0397, -1.7634], [-2.9368, -5.2738, -3.1590], [-3.6539, -6.3905, -1.0585], [-2.6407, -4.0639, -0.9939], [-2.0282, -4.4040, 0.2137], [-1.2097, -3.5236, 0.9248], [-1.0301, -2.2818, 0.3747], [-0.2724, -1.2038, 0.8458], [-0.4523, -0.2159, -0.1002], [-1.2743, -0.6127, -1.1314], [-1.6305, -1.9266, -0.8162], [-2.4337, -2.7820, -1.5227], [-5.5849, -5.1241, -2.4467], [-4.9230, -3.4922, -2.4478], [-5.3820, -4.2564, -0.9207], [-3.5630, -5.9705, -3.7178], [-1.9342, -5.6997, -3.0888], [-2.8747, -4.3499, -3.7361], [-4.2963, -7.0450, -1.6478], [-4.1038, -6.2944, -0.0688], [-2.6863, -6.8854, -0.9570], [-2.1869, -5.3878, 0.6284], [-0.7496, -3.8089, 1.8608], [-2.8862, -2.4711, -2.4545]],
  "charge": 2,
  "energy_ha": -2918.07998,
  "homo_ev": -12.950
}


No. 2
{
  "formula": "C30H35N2O3",
  "method": "the ωB97M-V functional and the def2-TZVPD basis",
  "elements": ["C", "N", "C", "C", "C", "N", "C", "C", "O", "C", "C", "C", "C", "H", "H", "H", "H", "H", "H", "H", "H", "H", "H", "H", "H", "H", "H", "H", "H", "H", "H", "C", "O", "C", "C", "C", "C", "C", "C", "C", "C", "C", "O", "C", "C", "C", "C", "C", "C", "C", "C", "C", "C", "H", "H", "H", "H", "H", "H", "H", "H", "H", "H", "H", "H", "H", "H", "H", "H", "H"],
  "xyz": [[-4.7418, -3.1740, 0.4900], [-4.5010, -3.4264, 1.8950], [-4.0043, -4.7338, 2.2761], [-2.4678, -4.8534, 2.3638], [-1.7144, -3.5310, 2.4280], [-0.3304, -3.5450, 2.3266], [0.3829, -4.8225, 2.2348], [1.8881, -4.6628, 2.4481], [2.4211, -3.6185, 1.6335], [1.8433, -2.3562, 1.9610], [0.3255, -2.3533, 1.7787], [-2.3949, -2.3574, 2.5946], [-3.8865, -2.3353, 2.6583], [-5.3497, -2.2625, 0.3792], [-3.8020, -3.0253, -0.0769], [-5.2790, -4.0284, 0.0497], [-4.4416, -4.9422, 3.2659], [-4.4244, -5.4515, 1.5586], [-2.2338, -5.4378, 3.2705], [-2.1454, -5.4392, 1.4824], [-0.0121, -5.5182, 2.9800], [0.2182, -5.2696, 1.2344], [2.1115, -4.4631, 3.5157], [2.4229, -5.5655, 2.1209], [2.1063, -2.0847, 3.0024], [2.3213, -1.6393, 1.2746], [0.1135, -2.2697, 0.6950], [-0.0704, -1.4511, 2.2449], [-1.8856, -1.4255, 2.8499], [-4.2976, -1.4019, 2.2626], [-4.2226, -2.4590, 3.7084], [-5.2171, 4.6664, -2.3925], [-4.9348, 4.1823, -1.0773], [-3.6815, 3.7737, -0.7762], [-3.5077, 3.2065, 0.5127], [-2.3189, 2.6204, 0.8625], [-1.2287, 2.5357, -0.0614], [-0.0958, 1.7841, 0.3257], [1.0902, 1.5753, -0.4386], [2.3222, 1.2808, 0.2152], [3.4800, 1.0417, -0.4997], [3.4521, 1.1302, -1.8988], [4.6374, 0.9012, -2.6067], [5.4284, 2.0191, -2.9028], [6.6058, 2.2127, -2.1696], [7.3171, 3.3946, -2.3598], [6.9036, 4.3288, -3.3151], [5.7537, 4.0867, -4.0707], [4.9977, 2.9337, -3.8658], [2.2670, 1.4092, -2.5824], [1.1045, 1.5979, -1.8586], [-1.3729, 3.2616, -1.2890], [-2.5752, 3.8365, -1.6598], [-6.2592, 4.9727, -2.3300], [-4.5888, 5.5257, -2.6530], [-5.1047, 3.8764, -3.1451], [-4.3420, 3.2462, 1.2017], [-2.1813, 2.1995, 1.8607], [-0.0941, 1.4215, 1.3516], [2.3607, 1.2819, 1.3044], [4.4250, 0.8088, -0.0072], [6.9135, 1.4522, -1.4472], [8.2093, 3.5804, -1.7603], [7.4875, 5.2348, -3.4835], [5.4354, 4.7997, -4.8322], [4.0833, 2.7292, -4.4256], [2.2843, 1.4725, -3.6701], [0.1840, 1.7494, -2.4111], [-0.5089, 3.4160, -1.9347], [-2.6804, 4.3582, -2.6166]],
  "charge": 1,
  "energy_ha": -1499.04450,
  "relative_energy_kj_mol": 227.3,
  "homo_ev": -9.275
}


No. 3
{
  "formula": "C30H36BF6N6NaO9S2",
  "method": "the ωB97M-V functional and the def2-TZVPD basis",
  "elements": ["Na", "F", "C", "F", "F", "S", "O", "O", "N", "S", "O", "O", "C", "F", "F", "F", "C", "O", "H", "H", "H", "H", "C", "O", "C", "C", "C", "C", "C", "C", "N", "C", "C", "C", "C", "C", "C", "C", "O", "H", "H", "H", "H", "H", "H", "H", "H", "H", "H", "H", "H", "H", "C", "H", "H", "H", "C", "N", "C", "N", "C", "N", "C", "N", "C", "C", "H", "H", "H", "H", "H", "H", "H", "H", "H", "H", "H", "H", "O", "B", "O", "C", "C", "C", "C", "C", "C", "H", "H", "H", "H"],
  "xyz": [[-1.1660, 1.0068, 0.4330], [-5.7026, 3.7956, 1.7768], [-4.6428, 3.5727, 0.9826], [-4.8974, 2.4998, 0.2423], [-4.5134, 4.6300, 0.1772], [-3.1060, 3.3418, 1.9857], [-2.1315, 2.9186, 1.0167], [-2.9254, 4.6023, 2.6427], [-3.5219, 2.2651, 3.0377], [-3.4224, 0.7091, 2.8801], [-2.1561, 0.2561, 2.3751], [-4.6251, 0.0833, 2.4305], [-3.3584, 0.2883, 4.6809], [-4.4552, 0.6948, 5.3293], [-2.2974, 0.8259, 5.2902], [-3.2731, -1.0436, 4.8183], [-3.2325, 2.3474, -3.2498], [-2.3676, 3.1860, -2.5079], [-2.8258, 2.1249, -4.2427], [-4.1740, 2.8862, -3.3721], [-3.4270, 1.4055, -2.7311], [-1.5624, 2.6785, -2.3438], [3.4096, 1.9728, 2.7945], [4.3579, 2.4258, 1.8373], [4.7737, 1.4532, 0.9418], [5.5791, 0.4094, 1.3497], [6.0647, -0.5156, 0.4310], [5.7256, -0.3684, -0.9045], [4.9054, 0.6697, -1.3216], [4.4030, 1.6041, -0.4085], [3.6070, 2.6585, -0.7889], [3.2048, 2.8070, -2.1356], [2.0755, 2.2498, -2.7336], [1.9912, 2.3048, -4.1551], [0.9947, 1.6921, -4.8699], [0.0048, 0.9801, -4.1737], [0.0109, 0.9399, -2.7976], [0.9888, 1.6032, -2.0001], [0.8987, 1.6260, -0.7248], [3.8282, 1.1972, 3.4432], [2.5241, 1.5774, 2.2978], [3.1291, 2.8347, 3.3972], [5.8313, 0.3309, 2.4003], [6.6849, -1.3388, 0.7606], [6.0805, -1.0842, -1.6365], [4.6094, 0.7539, -2.3583], [2.9633, 2.9742, -0.0792], [3.9418, 3.2768, -2.7832], [2.7841, 2.8333, -4.6777], [0.9818, 1.7441, -5.9526], [-0.7836, 0.4665, -4.7116], [-0.7749, 0.4110, -2.2687], [-0.0205, 2.3512, 3.5306], [-0.7425, 3.0159, 3.9757], [0.5364, 2.6715, 2.6655], [0.1199, 1.3657, 3.9428], [-0.2943, -2.1017, 1.7166], [0.5775, -3.2748, 1.8989], [0.8784, -3.8186, 0.5715], [1.5326, -2.8461, -0.3027], [0.6369, -1.6868, -0.4390], [0.3281, -1.0870, 0.8635], [1.5891, -0.6790, 1.4768], [2.5097, -1.8069, 1.6714], [1.8315, -2.8110, 2.4891], [2.7611, -2.3928, 0.3507], [-0.5050, -1.6618, 2.6923], [-1.2377, -2.4066, 1.2640], [-0.0564, -4.1386, 0.1047], [1.5344, -4.6878, 0.6877], [-0.2942, -1.9998, -0.9132], [1.1114, -0.9308, -1.0640], [1.3739, -0.2296, 2.4502], [2.0606, 0.0612, 0.8276], [1.6173, -2.3798, 3.4714], [2.5018, -3.6673, 2.6197], [3.4374, -3.2457, 0.4691], [3.2461, -1.6433, -0.2766], [-2.8904, -1.2364, -2.3951], [-2.6867, -0.8102, -1.0133], [-3.1075, -1.9769, -0.2456], [-3.4856, -2.9561, -1.0942], [-3.9328, -4.2299, -0.8144], [-4.2500, -5.0555, -1.8966], [-4.1190, -4.6050, -3.2034], [-3.6651, -3.3121, -3.4787], [-3.3528, -2.5039, -2.4067], [-4.0310, -4.5654, 0.2097], [-4.6021, -6.0634, -1.7124], [-4.3687, -5.2668, -4.0240], [-3.5533, -2.9523, -4.4932]],
  "charge": -2,
  "energy_ha": -3753.22954,
  "relative_energy_kj_mol": 235.5,
  "homo_ev": [-1.488, -1.102]
}